Record 1
ORCA calculation (wB97M-V/def2-TZVPD) on a structure of composition C46H48AsBaN8O2P in a non-equilibrium geometry.

The geometry in XYZ format:
```
107
Properties=species:S:1:pos:R:3
Ba -0.7138 1.2180 -0.7964
C 0.5869 -0.5183 5.1723
N 0.7455 0.3484 4.0500
C 1.9707 0.7290 3.5386
C 1.7190 1.2629 2.3113
N 0.3542 1.2444 2.0713
C -0.1887 0.6770 3.0864
P -1.9769 0.4599 3.2418
C -2.5608 1.8075 2.2477
N -3.1809 1.7376 1.0902
C -3.6517 2.9888 0.8588
C -3.3969 3.8328 1.8792
N -2.7596 3.0683 2.8202
C -2.1724 3.4716 4.0686
C -2.2975 -0.9465 2.2125
N -2.0980 -1.0224 0.9099
C -2.6290 -2.2036 0.5696
C -3.1708 -2.8541 1.6534
N -2.9656 -2.0573 2.6988
C -3.1271 -2.5184 4.1139
H 0.7849 -0.0115 6.1289
H 1.3105 -1.3577 5.0833
H -0.4542 -0.8340 5.1068
H 2.8290 0.4472 4.1283
H 2.4352 1.6756 1.6006
H -4.1344 3.2705 -0.0417
H -3.5544 4.9057 1.9472
H -2.7601 4.3231 4.4508
H -1.1531 3.8136 3.9739
H -2.1768 2.6725 4.7962
H -2.6277 -2.5345 -0.4427
H -3.6516 -3.8193 1.6908
H -4.1411 -2.8337 4.3077
H -2.9281 -1.6310 4.7826
H -2.4058 -3.3173 4.3383
C 2.7187 0.2639 -1.8969
O 1.4924 0.3845 -1.2652
H 3.0496 1.2472 -2.2212
H 2.6462 -0.3616 -2.8254
H 3.5359 -0.1484 -1.2328
C -1.1369 4.3486 -4.9765
C -1.8743 3.4986 -4.2144
C -1.7429 3.3853 -2.8535
C -0.7694 4.1851 -2.1520
C -0.0115 5.0478 -2.9707
C -0.1592 5.1043 -4.3448
N -0.5673 3.9480 -0.8001
C -0.5102 4.9558 0.0987
C -0.1592 4.7145 1.4148
C -0.2437 5.7335 2.3599
C -0.6565 7.0059 2.0458
C -0.9772 7.2427 0.7136
C -0.9181 6.2651 -0.2123
H -1.2815 4.2069 -6.0342
H -2.6070 2.8306 -4.6491
H -2.4452 2.7823 -2.2482
H 0.7355 5.6164 -2.4684
H 0.5374 5.7422 -4.9147
H 0.2569 3.7145 1.6895
H 0.0427 5.4970 3.3590
H -0.5915 7.8330 2.7920
H -1.2811 8.2549 0.4236
H -1.3053 6.3791 -1.2508
C 0.2719 -5.9724 3.0266
C 0.5748 -6.2413 1.7124
C 0.8471 -5.2255 0.8591
C 0.7733 -3.8866 1.3017
C 0.3142 -3.5990 2.5985
C 0.1037 -4.6691 3.4534
As 1.2506 -2.3065 0.2094
C 3.1830 -2.4952 0.1547
C 4.0304 -2.1303 1.1408
C 5.3931 -2.3836 1.0294
C 5.9306 -2.9854 -0.1438
C 5.0599 -3.3509 -1.1745
C 3.6759 -3.0675 -1.0299
C 2.6286 -3.4845 -1.9556
C 2.7600 -4.1862 -3.1488
C 1.7008 -4.6140 -3.9001
C 0.3966 -4.2721 -3.4697
C 0.2570 -3.4960 -2.3284
C 1.3246 -3.1920 -1.5498
H 0.1068 -6.7353 3.7777
H 0.6774 -7.2773 1.3280
H 1.0936 -5.4153 -0.1738
H 0.1465 -2.5878 2.9417
H -0.1221 -4.4908 4.5063
H 3.6573 -1.6918 2.0943
H 6.0776 -2.1054 1.8272
H 7.0013 -3.1324 -0.2345
H 5.4819 -3.7232 -2.0941
H 3.7510 -4.5520 -3.4037
H 1.8511 -5.2204 -4.7637
H -0.4752 -4.5271 -4.0104
H -0.7509 -3.1227 -2.0939
C -0.9701 -1.6194 -5.8734
N -1.0587 -0.7411 -4.7330
C 0.0630 0.1406 -4.5592
C -1.9855 -0.8056 -3.7438
O -2.0739 -0.0492 -2.7700
H 0.0414 -1.9369 -5.9928
H -1.3627 -1.1478 -6.7738
H -1.5638 -2.5107 -5.6199
H 0.1565 0.8451 -5.4315
H 1.0294 -0.3900 -4.4480
H -0.1465 0.7740 -3.6816
H -2.7374 -1.5913 -3.8743
```

## Properties
HOMO-LUMO gap: 6.1 eV


Record 2
ORCA calculation (wB97M-V/def2-TZVPD) on a cluster of 9 separate species, C5H29N2O9 in total in a non-equilibrium geometry.

The geometry in XYZ format:
```
45
Properties=species:S:1:pos:R:3
O -0.7486 -2.9517 -0.5258
C -0.7080 -2.4247 -1.5912
C -0.6665 -0.9470 -1.7743
C -2.0443 -0.4606 -1.3798
C -2.4536 0.9384 -1.7391
C -2.0582 2.9024 -0.0316
N -1.3995 1.8299 -0.9959
N 0.5008 -0.4717 -0.9343
H -0.6273 -3.0119 -2.5571
H -0.6284 -0.8471 -2.9282
H -2.0240 -0.6025 -0.2168
H -2.8969 -1.0911 -1.9155
H -3.4518 1.2596 -1.3792
H -2.3756 1.3753 -2.7583
H -3.0751 2.3813 0.4794
H -2.4215 3.8344 -0.6031
H -1.2795 3.1730 0.7039
H -0.7433 2.1239 -1.6842
H -0.6483 1.1424 -0.4710
H 0.8589 -1.2836 -0.2493
H 1.3018 -0.4101 -1.6069
H -2.0234 -2.4495 2.1921
H -2.6758 -1.4766 3.2020
O -2.1465 -1.5935 2.5749
H -0.1901 0.9655 4.4546
H -1.5727 1.4814 4.4217
O -0.8288 1.2960 3.9172
H 3.3351 -2.0065 0.4682
H 3.3281 -1.5949 2.0074
O 2.9417 -2.1089 1.3072
H -0.5421 1.4602 2.4447
H -0.0183 0.4988 1.5074
O -0.3456 1.5043 1.4582
H 1.4335 1.8451 -2.0758
H 1.8716 3.2733 -2.3512
O 1.1303 2.7216 -2.2360
H 0.7830 -4.0972 1.1376
H -0.0208 -2.9249 1.9367
O 0.3766 -3.7354 1.9301
H 3.2465 0.0900 0.9271
H 4.5388 0.9325 0.4217
O 4.0820 -0.0064 0.4651
H 3.9249 0.2326 -1.5008
H 3.7539 -0.7430 -2.3756
O 3.2072 -0.0229 -2.0760
```

## Properties
HOMO-LUMO gap: 10.3 eV
Total charge: +1


Record 3
ORCA calculation (wB97M-V/def2-TZVPD) on a cluster of 2 separate species, C6H18N3 in total in a non-equilibrium geometry.

The geometry in XYZ format:
```
27
Properties=species:S:1:pos:R:3
C 0.9593 0.8568 1.5906
C 1.6602 -0.0752 2.6142
C 1.9305 1.9820 1.1487
H 0.7317 0.3274 0.6644
H 0.0800 1.2880 2.0661
H 1.5015 -1.1335 2.3252
H 1.9437 2.7717 1.8873
H 2.9548 1.6386 0.9639
H 1.0591 -0.2211 3.5118
H 2.7049 0.1963 2.6418
H 1.7044 2.3369 0.1443
C -0.5922 0.0755 -2.1642
C 0.1443 -0.6024 -3.2940
C -1.6833 -0.8222 -0.0861
N -1.2265 -0.9821 -1.3124
N -2.0023 0.3869 0.3652
N -2.0086 -1.9169 0.6172
H 0.0744 0.7459 -1.6306
H -1.4645 0.6275 -2.5256
H -0.4684 -1.2530 -3.9229
H 0.8895 -1.2638 -2.8484
H -1.0190 -1.8831 -1.6745
H -1.9174 1.1928 -0.2239
H -2.2379 0.4543 1.3340
H -1.9417 -2.8294 0.2297
H -2.4366 -1.9981 1.5209
H 0.6602 0.1001 -3.9427
```

## Properties
HOMO-LUMO gap: 11.2 eV
Total charge: +1


Record 4
ORCA calculation (wB97M-V/def2-TZVPD) on a structure of composition C24H27GeN3O4Sc in a non-equilibrium geometry.

The geometry in XYZ format:
```
60
Properties=species:S:1:pos:R:3
Sc -0.0154 -0.0345 0.3916
N 0.6479 1.8427 -1.0734
C 2.1308 1.9512 -1.0700
C 2.7054 1.4868 0.2512
O 3.7610 1.9462 0.6551
N 1.9337 0.5485 0.8460
C 2.3869 0.0074 2.1261
C 1.2634 -0.7878 2.7866
O 1.4790 -1.5334 3.7056
O 0.0476 -0.5991 2.2334
H 0.2993 1.9776 -2.0093
H 0.2762 2.6065 -0.5227
H 2.4811 2.9570 -1.2623
H 2.5289 1.2983 -1.8437
H 2.6958 0.7913 2.8172
H 3.2378 -0.6576 2.0103
N -3.8139 1.6360 1.1420
C -2.7301 0.8906 0.9485
O -1.6198 1.4343 0.7460
C -2.8633 -0.6028 0.9144
C -1.9908 -1.1750 -0.2333
H -3.7294 2.6360 1.1833
H -4.7018 1.2123 1.3241
H -3.9146 -0.8783 0.8309
H -2.4981 -0.9823 1.8689
H -2.3733 -0.8166 -1.1912
H -2.0738 -2.2567 -0.2398
C 0.0924 -3.8019 1.3019
Ge 0.8201 -2.6322 -0.0684
C 0.3305 -3.4489 -1.7804
C -0.3215 -2.7522 -2.8004
C -0.6706 -3.3848 -3.9900
C -0.3715 -4.7300 -4.1709
C 0.2814 -5.4356 -3.1653
C 0.6311 -4.7986 -1.9789
C 2.7665 -2.7326 0.0680
C 3.2840 -3.3922 1.1532
C 4.6853 -3.4840 1.3588
C 5.5418 -2.8841 0.4882
C 5.0504 -2.1747 -0.6412
C 5.9365 -1.5384 -1.5492
C 5.4613 -0.8391 -2.6201
C 4.0656 -0.7575 -2.8453
C 3.1924 -1.3690 -1.9925
C 3.6517 -2.0927 -0.8571
H 0.5443 -4.7896 1.1818
H -0.9866 -3.8827 1.1660
H 0.2989 -3.4168 2.3027
H -0.5701 -1.7063 -2.6638
H -1.1785 -2.8314 -4.7731
H -0.6440 -5.2279 -5.0939
H 0.5182 -6.4851 -3.3048
H 1.1514 -5.3596 -1.2065
H 2.6212 -3.8374 1.8877
H 5.0645 -4.0176 2.2223
H 6.6139 -2.9242 0.6539
H 7.0065 -1.6250 -1.3784
H 6.1474 -0.3499 -3.3027
H 3.6939 -0.2135 -3.7062
H 2.1268 -1.3162 -2.1854
```

## Properties
HOMO-LUMO gap (spin up / spin down): 7.5 / 6.4 eV
2S+1: 2


Per-record relative energy (zero: lowest compared OMol25 entry of this formula, charge and spin), kcal per mole: 13.00; 161.70; 23.14; 5.62